Here is C19H29N3O4S as an isolated structure at a distorted geometry from the Open Molecules 2025 dataset. Energies are from ωB97M-V/def2-TZVPD.

```
56
Properties=species:S:1:pos:R:3:forces:R:3
C -6.799 -1.737 2.014 4.855 0.922 -0.205
H -6.294 -2.722 1.636 -0.894 1.882 1.037
O -6.570 -0.708 0.860 -6.638 -3.049 4.859
C -5.428 -0.508 0.417 3.353 1.366 -3.792
C -4.271 -1.186 0.783 -5.587 -3.400 6.558
C -3.136 -0.693 0.461 9.685 -0.736 0.006
C -3.124 0.201 -0.446 -0.544 8.609 -9.467
C -4.241 0.887 -1.227 -1.620 -2.039 4.233
C -5.485 0.492 -0.681 9.196 -3.389 2.460
H -6.321 0.825 -0.968 -6.510 2.554 -2.000
H -4.242 1.793 -1.883 0.812 -1.320 0.402
N -1.913 0.906 -1.250 -0.072 -4.188 2.603
S -0.947 1.638 -0.233 -1.814 10.100 8.097
O -1.079 1.562 1.299 1.005 -2.548 -3.725
O 0.344 1.956 -0.789 -0.014 -1.002 -0.202
C -1.939 3.337 -0.256 5.249 0.186 -3.295
H -1.764 3.457 -1.379 -1.098 0.404 1.129
H -2.930 3.155 0.006 -1.477 0.071 0.684
H -1.296 4.238 0.164 -1.640 -2.274 -0.117
C -1.001 0.025 -1.886 1.551 -1.099 -8.081
C -1.836 -1.070 -2.847 -8.667 8.779 14.960
H -1.268 -1.490 -3.310 11.066 -8.420 -10.373
H -2.206 -1.674 -2.001 -0.011 -0.594 -0.703
H -2.670 -0.540 -3.119 -1.631 1.051 -1.857
H -0.495 0.839 -2.951 -0.976 -2.366 3.310
C 0.196 -0.696 -1.174 -4.094 -1.982 2.861
O -0.137 -1.481 -0.128 2.124 3.807 -4.674
N 1.377 -0.503 -1.746 0.428 -2.415 4.584
N 2.403 -1.325 -1.138 1.034 0.216 -2.871
C 2.920 -1.171 0.021 -4.662 4.110 -0.730
C 4.110 -1.840 0.249 1.610 -6.072 2.617
C 5.375 -1.370 -0.351 1.992 2.062 12.115
C 5.850 0.005 0.466 0.994 -4.310 -2.374
C 4.820 0.993 0.164 4.253 4.683 2.446
H 5.368 1.938 -0.126 0.091 -0.468 0.186
H 4.220 1.057 -0.599 -3.056 -1.857 -4.973
C 4.030 1.522 1.229 -0.274 -2.366 8.556
C 3.178 0.397 2.268 -2.588 2.694 -7.002
H 3.820 -0.323 2.468 3.155 -2.760 2.818
H 2.451 0.919 2.900 0.905 -0.455 0.358
C 2.322 -0.339 1.141 -4.722 2.931 0.023
H 1.544 0.605 0.719 2.558 -2.670 0.518
H 1.399 -0.918 1.529 1.692 0.201 -0.249
H 3.270 2.170 1.123 -2.513 2.355 -1.761
H 4.556 1.980 2.103 0.672 0.041 -1.061
H 6.088 -0.258 1.508 -1.051 0.149 -0.062
H 6.889 0.123 0.103 -0.635 0.974 -0.346
H 5.433 -1.328 -1.261 -0.495 1.473 -10.180
H 6.230 -1.986 -0.178 0.216 -1.366 0.803
H 4.029 -2.027 1.427 1.379 0.195 -2.317
H 4.007 -2.881 -0.218 -0.285 1.027 0.777
H 1.477 -0.274 -2.708 0.208 0.193 -0.525
H -1.969 -0.954 0.687 -3.099 -0.181 0.272
H -4.235 -1.821 1.829 -0.604 1.244 -3.003
H -7.802 -1.899 2.233 -1.935 0.245 -0.441
H -6.309 -1.297 3.050 -0.876 -1.195 -2.887
```
Positions in Å, forces in eV/Å.

Values from the calculation:
ΔE to the lowest compared entry with this formula, charge and spin, kJ/mol: 1950.3
Highest occupied orbital energy, eV: -8.309
Frontier orbital gap, eV: 8.89

Mulliken charges in e: number 1, C, carries -0.69; number 2, H, carries 0.28; number 3, O, carries -0.40; number 4, C, carries 0.76; number 5, C, carries -0.02; number 6, C, carries 0.08; number 7, C, carries -0.22; number 8, C, carries -0.38; number 9, C, carries -1.28; number 10, H, carries 0.73; number 11, H, carries 0.41; number 12, N, carries 0.57; number 13, S, carries 1.26; number 14, O, carries -0.68; number 15, O, carries -0.48; number 16, C, carries -1.14; number 17, H, carries 0.32; number 18, H, carries 0.34; number 19, H, carries 0.29; number 20, C, carries 0.40; number 21, C, carries -2.41; number 22, H, carries 0.97; number 23, H, carries 0.46; number 24, H, carries 0.44; number 25, H, carries 0.25; number 26, C, carries -0.27; number 27, O, carries -0.72; number 28, N, carries 0.16; number 29, N, carries -0.84; number 30, C, carries 0.72; number 31, C, carries -0.45; number 32, C, carries -1.56; number 33, C, carries -0.75; number 34, C, carries -1.12; number 35, H, carries 0.36; number 36, H, carries 0.91; number 37, C, carries -1.13; number 38, C, carries -1.26; number 39, H, carries 0.62; number 40, H, carries 0.42; number 41, C, carries 0.20; number 42, H, carries -0.21; number 43, H, carries 0.40; number 44, H, carries 0.79; number 45, H, carries 0.31; number 46, H, carries 0.35; number 47, H, carries 0.40; number 48, H, carries 0.80; number 49, H, carries 0.50; number 50, H, carries 0.25; number 51, H, carries 0.23; number 52, H, carries 0.35; number 53, H, carries -0.07; number 54, H, carries 0.20; number 55, H, carries 0.27; number 56, H, carries 0.27

***

Here is one molecule with the formula CH2O2S at a distorted geometry from the Open Molecules 2025 dataset. Energies are from ωB97M-V/def2-TZVPD.

```
6
Properties=species:S:1:pos:R:3:forces:R:3
C -0.862 -0.064 -0.237 1.998 2.838 -1.513
O 1.747 0.379 -0.358 2.092 1.607 -2.139
O -1.986 -0.467 -0.101 -2.092 -1.831 0.680
S 0.888 -0.564 0.270 -1.679 -1.237 2.405
H -0.591 0.632 -1.080 -0.041 -0.535 0.463
H 0.803 0.084 1.506 -0.278 -0.841 0.103
```
Positions in Å, forces in eV/Å.

Values from the calculation:
ΔE to the lowest compared entry with this formula, charge and spin, kJ/mol: 286.2
Spin multiplicity: 3
Highest occupied orbital energy (alpha / beta), eV: -6.952 / -10.610
Frontier orbital gap (alpha / beta), eV: 7.47 / 7.38

Mulliken charges in e: number 1, C, carries -0.09; number 2, O, carries -0.46; number 3, O, carries -0.33; number 4, S, carries 0.40; number 5, H, carries 0.32; number 6, H, carries 0.16

***

Here is C5H6BeO4 as an isolated structure at a distorted geometry from the Open Molecules 2025 dataset. Energies are from ωB97M-V/def2-TZVPD.

```
16
Properties=species:S:1:pos:R:3:forces:R:3
C -0.855 -1.893 -0.025 1.547 0.805 1.460
C 0.331 -1.341 0.332 -1.793 -2.316 -2.084
O 0.455 0.055 0.089 -1.092 1.152 0.540
C 1.668 0.626 -0.068 3.800 -0.870 -1.847
O 2.701 0.107 -0.301 -1.343 0.533 0.688
O 1.362 1.943 -0.048 -1.936 0.028 0.698
Be -0.399 1.417 0.387 5.652 0.269 -3.337
H -1.020 -2.919 0.301 0.064 -0.017 -0.684
H -1.697 -1.303 -0.389 0.150 -0.249 0.045
H 1.283 -1.867 0.316 -0.027 0.264 0.826
H -1.191 -1.231 2.341 -2.621 1.541 -0.251
H 2.047 2.536 -0.393 0.292 0.384 -0.020
C -2.216 -0.577 2.319 0.995 1.189 0.752
C -2.103 0.560 1.695 0.596 -4.566 2.383
O -1.537 1.410 1.085 -4.120 2.388 1.101
H -2.968 -0.679 3.102 -0.165 -0.535 -0.270
```
Positions in Å, forces in eV/Å.

Values from the calculation:
ΔE to the lowest compared entry with this formula, charge and spin, kJ/mol: 55.3
Total charge: +2
Highest occupied orbital energy, eV: -19.052
Frontier orbital gap, eV: 8.61

Mulliken charges in e: number 1, C, carries -0.88; number 2, C, carries 0.06; number 3, O, carries 0.13; number 4, C, carries 0.76; number 5, O, carries -0.30; number 6, O, carries -0.22; number 7, Be, carries -0.28; number 8, H, carries 0.37; number 9, H, carries 0.43; number 10, H, carries 0.43; number 11, H, carries 0.39; number 12, H, carries 0.43; number 13, C, carries -0.51; number 14, C, carries 0.73; number 15, O, carries 0.07; number 16, H, carries 0.37

***

Here is C49H39AsCoIN2O4P as an isolated structure from the Open Molecules 2025 dataset. Energies are from ωB97M-V/def2-TZVPD.

```
98
Properties=species:S:1:pos:R:3:forces:R:3
Co -0.109 -0.459 -1.023 -0.209 -0.149 0.365
O 1.594 -1.374 -0.039 0.201 0.323 -0.073
C 1.798 -0.387 -0.752 0.135 -0.030 -0.291
C 2.705 0.612 -1.099 0.082 -0.280 0.261
C 4.109 0.588 -0.824 -0.057 -0.077 -0.037
C 4.889 1.643 -1.231 -0.077 0.065 -0.003
C 4.343 2.751 -1.909 0.006 -0.051 0.005
C 2.977 2.771 -2.194 0.070 0.017 -0.092
C 2.172 1.716 -1.815 -0.112 0.113 -0.069
P 0.387 1.546 -2.039 0.368 0.294 -0.091
C -0.252 3.176 -1.515 -0.029 -0.087 0.115
C -0.618 4.201 -2.379 0.015 0.093 -0.010
C -1.030 5.430 -1.870 0.017 -0.052 -0.015
C -1.079 5.641 -0.500 -0.011 -0.028 0.011
C -0.709 4.619 0.370 0.000 -0.018 -0.073
C -0.299 3.394 -0.134 0.006 0.065 0.044
C 0.065 1.417 -3.822 -0.059 -0.085 -0.049
C -1.232 1.595 -4.312 0.023 -0.026 0.025
C -1.508 1.386 -5.656 0.022 -0.001 0.046
C -0.496 0.974 -6.515 0.039 -0.010 0.030
C 0.786 0.761 -6.027 -0.010 -0.001 0.054
C 1.069 0.978 -4.683 0.001 0.032 -0.030
H 4.542 -0.267 -0.316 -0.037 0.091 -0.035
H 5.953 1.628 -1.018 -0.061 -0.018 -0.023
H 4.981 3.572 -2.215 -0.076 -0.076 0.037
H 2.543 3.614 -2.724 0.024 -0.023 0.045
H -0.573 4.052 -3.451 -0.013 -0.010 0.029
H -1.307 6.226 -2.551 0.004 -0.038 0.021
H -1.404 6.600 -0.109 0.035 -0.075 -0.028
H -0.742 4.778 1.442 0.005 -0.007 -0.030
H -0.014 2.589 0.538 -0.039 0.033 -0.049
H -2.030 1.889 -3.637 0.024 0.010 -0.037
H -2.514 1.534 -6.032 0.063 -0.006 0.044
H -0.714 0.804 -7.563 0.019 0.005 0.045
H 1.570 0.411 -6.689 -0.056 0.035 0.054
H 2.066 0.789 -4.298 -0.081 0.009 -0.039
N -2.654 -2.512 -1.992 0.191 0.175 0.057
C -3.164 -1.321 -1.604 0.217 0.034 -0.031
C -4.560 -1.102 -1.587 -0.038 -0.039 -0.018
C -5.052 0.107 -1.181 -0.066 0.032 -0.009
C -4.164 1.111 -0.780 -0.058 0.006 0.005
C -2.824 0.819 -0.806 0.114 -0.184 -0.012
N -2.303 -0.362 -1.206 -0.226 0.081 0.003
H -3.260 -3.155 -2.465 -0.054 -0.034 -0.015
H -1.647 -2.540 -2.202 -0.104 0.035 0.006
H -5.217 -1.903 -1.903 0.006 0.031 0.010
H -6.123 0.284 -1.176 0.064 -0.018 0.000
H -4.505 2.088 -0.458 0.033 -0.091 -0.029
H -2.106 1.558 -0.485 0.063 -0.027 0.012
I 0.472 -8.645 -0.090 0.013 0.037 -0.014
C 0.653 -6.719 -0.892 -0.030 -0.083 0.034
C 1.463 -6.512 -1.999 0.028 0.176 -0.027
C 1.576 -5.226 -2.516 0.098 -0.154 0.001
C 0.879 -4.166 -1.950 -0.128 -0.008 -0.006
C 0.077 -4.398 -0.839 -0.053 -0.117 0.018
C -0.041 -5.675 -0.301 0.057 0.155 -0.065
C 1.023 -2.785 -2.553 -0.036 0.448 0.054
O 2.029 -2.523 -3.189 -0.107 0.047 -0.018
O 0.025 -1.967 -2.341 0.109 -0.536 -0.041
H 2.006 -7.334 -2.447 -0.033 0.032 0.012
H 2.220 -5.025 -3.365 -0.063 -0.013 0.056
H -0.457 -3.574 -0.384 -0.014 0.016 0.006
H -0.665 -5.848 0.565 0.014 0.008 -0.001
O -0.445 0.321 0.984 -0.188 0.109 0.153
As -0.038 -0.001 2.560 -0.049 -0.059 -0.196
C -1.343 0.839 3.694 -0.026 0.043 0.063
C -1.249 0.814 5.086 -0.068 0.025 -0.113
C -2.220 1.442 5.854 0.059 -0.031 -0.007
C -3.278 2.093 5.231 -0.045 0.018 -0.108
C -3.371 2.114 3.845 0.030 -0.011 0.087
C -2.401 1.486 3.071 -0.025 0.033 0.192
C -0.069 -1.864 3.023 0.018 -0.112 -0.013
C -1.098 -2.332 3.839 0.168 -0.149 -0.104
C -1.156 -3.679 4.169 0.040 -0.063 0.013
C -0.188 -4.554 3.692 -0.003 0.015 -0.035
C 0.832 -4.088 2.869 -0.076 -0.003 0.015
C 0.893 -2.745 2.525 -0.068 -0.057 0.106
C 1.649 0.774 3.048 0.103 0.042 -0.035
C 2.837 0.238 2.552 0.002 0.114 0.047
C 4.045 0.846 2.867 0.008 0.017 -0.001
C 4.068 1.985 3.662 -0.012 0.006 -0.009
C 2.882 2.527 4.139 0.058 -0.013 -0.003
C 1.670 1.923 3.834 0.174 -0.077 -0.108
H -0.425 0.303 5.569 0.042 -0.014 0.024
H -2.151 1.425 6.936 0.002 -0.005 -0.087
H -4.035 2.584 5.832 0.032 -0.022 -0.044
H -4.199 2.618 3.363 0.000 0.001 0.003
H -2.454 1.488 1.992 -0.028 0.006 -0.120
H -1.853 -1.656 4.210 -0.082 0.040 0.034
H -1.958 -4.045 4.800 0.054 0.024 -0.043
H -0.236 -5.607 3.950 0.008 0.073 -0.015
H 1.573 -4.775 2.475 -0.058 0.047 0.031
H 1.661 -2.400 1.848 -0.072 -0.052 0.076
H 2.820 -0.626 1.901 0.012 0.029 0.026
H 4.970 0.436 2.476 -0.083 0.032 0.027
H 5.014 2.461 3.899 -0.079 -0.047 -0.019
H 2.898 3.425 4.746 0.002 -0.050 -0.030
H 0.750 2.356 4.197 -0.079 0.041 0.047
```
Positions in Å, forces in eV/Å.

Values from the calculation:
Spin multiplicity: 4
Highest occupied orbital energy (alpha / beta), eV: -5.361 / -8.043
Frontier orbital gap (alpha / beta), eV: 5.77 / 8.44

Mulliken charges in e: number 1, Co, carries 0.85; number 2, O, carries -0.78; number 3, C, carries 0.89; number 4, C, carries -0.74; number 5, C, carries -0.47; number 6, C, carries -0.59; number 7, C, carries -0.99; number 8, C, carries -0.05; number 9, C, carries -0.12; number 10, P, carries 1.78; number 11, C, carries 0.58; number 12, C, carries -0.46; number 13, C, carries -0.71; number 14, C, carries -0.56; number 15, C, carries -0.69; number 16, C, carries -0.19; number 17, C, carries 0.02; number 18, C, carries -0.21; number 19, C, carries -0.93; number 20, C, carries -0.53; number 21, C, carries -0.80; number 22, C, carries -0.55; number 23, H, carries 0.65; number 24, H, carries 0.42; number 25, H, carries 0.41; number 26, H, carries 0.51; number 27, H, carries 0.45; number 28, H, carries 0.43; number 29, H, carries 0.39; number 30, H, carries 0.48; number 31, H, carries -0.02; number 32, H, carries 0.55; number 33, H, carries 0.42; number 34, H, carries 0.39; number 35, H, carries 0.42; number 36, H, carries 0.40; number 37, N, carries -0.16; number 38, C, carries 0.51; number 39, C, carries -0.97; number 40, C, carries -0.47; number 41, C, carries -1.18; number 42, C, carries -0.33; number 43, N, carries 0.33; number 44, H, carries 0.22; number 45, H, carries 0.12; number 46, H, carries 0.39; number 47, H, carries 0.42; number 48, H, carries 0.53; number 49, H, carries 0.38; number 50, I, carries 0.03; number 51, C, carries -0.12; number 52, C, carries -0.48; number 53, C, carries -0.50; number 54, C, carries 0.42; number 55, C, carries -0.02; number 56, C, carries -0.85; number 57, C, carries -0.21; number 58, O, carries -0.73; number 59, O, carries -0.69; number 60, H, carries 0.38; number 61, H, carries 0.48; number 62, H, carries 0.47; number 63, H, carries 0.48; number 64, O, carries 1.53; number 65, As, carries 0.59; number 66, C, carries -0.14; number 67, C, carries -0.34; number 68, C, carries -0.74; number 69, C, carries -0.54; number 70, C, carries -0.62; number 71, C, carries -0.47; number 72, C, carries 0.69; number 73, C, carries -0.38; number 74, C, carries -0.89; number 75, C, carries -0.57; number 76, C, carries -1.01; number 77, C, carries 0.18; number 78, C, carries 0.76; number 79, C, carries 0.08; number 80, C, carries -0.93; number 81, C, carries -0.59; number 82, C, carries -0.85; number 83, C, carries -0.29; number 84, H, carries 0.52; number 85, H, carries 0.41; number 86, H, carries 0.39; number 87, H, carries 0.45; number 88, H, carries 0.14; number 89, H, carries 0.38; number 90, H, carries 0.43; number 91, H, carries 0.41; number 92, H, carries 0.45; number 93, H, carries 0.07; number 94, H, carries 0.17; number 95, H, carries 0.40; number 96, H, carries 0.38; number 97, H, carries 0.42; number 98, H, carries 0.41

***

Short version: total energy = -1604.1316 -587.7677 -509.0629 -6558.7097 hartree, in the order given.